Computed, not measured: a molecular structure, C53H39Br2F4GeI2InN3OPS, with the ωB97M-V functional and the def2-TZVPD basis.

Geometry as XYZ:
```
108
Properties=species:S:1:pos:R:3
I -15.63 -10.22 13.98
I -13.53 -15.40 12.17
In -8.98 -13.21 14.08
Br -6.07 -15.82 14.78
Br -9.25 -11.89 11.19
Ge -6.27 -14.97 10.04
S -7.77 -15.23 11.85
P -9.12 -14.72 16.29
F -4.94 -17.64 19.40
F -7.25 -16.78 20.53
F -4.43 -17.14 16.83
F -9.04 -15.48 19.11
O -10.76 -14.10 13.35
N -10.40 -11.62 14.50
N -8.88 -17.69 11.56
N -9.91 -16.11 10.50
C -11.38 -16.11 17.29
C -7.75 -15.62 17.13
C -5.59 -16.74 17.33
C -7.89 -18.37 12.35
C -14.03 -11.53 13.86
C -8.18 -15.41 7.88
C -7.02 -16.59 19.25
C -6.72 -8.70 11.35
C -9.56 -13.35 17.40
C -12.43 -17.84 16.01
C -7.63 -18.12 7.56
C -10.71 -17.24 10.14
C -10.58 -16.68 15.07
C -14.18 -12.76 13.29
C -10.49 -15.89 16.23
C -10.09 -18.37 11.02
C -8.57 -12.69 18.13
C -8.88 -16.18 6.96
C -10.19 -10.43 15.02
C -13.07 -13.62 13.17
C -12.36 -17.08 17.17
C -5.19 -10.23 14.32
C -5.28 -11.34 15.09
C -4.79 -10.61 9.05
C -10.24 -11.11 18.84
C -11.56 -17.65 14.98
C -11.65 -11.98 14.12
C -5.95 -8.87 12.43
C -10.87 -12.91 17.38
C -7.69 -9.65 10.99
C -8.89 -16.41 11.27
C -12.73 -11.10 14.28
C -8.63 -17.53 6.82
C -11.18 -11.76 18.09
C -7.09 -10.96 12.96
C -7.86 -10.73 11.80
C -6.10 -10.01 13.23
C -5.72 -11.24 8.24
C -6.90 -17.35 8.45
C -8.94 -11.57 18.87
C -11.21 -9.47 15.23
C -6.20 -12.47 8.59
C -6.53 -16.05 16.58
C -7.22 -12.10 13.83
C -5.74 -13.12 9.75
C -6.33 -12.26 14.86
C -4.80 -12.52 10.57
C -11.81 -13.30 13.52
C -7.19 -16.00 8.64
C -5.83 -17.01 18.67
C -4.31 -11.27 10.19
C -7.94 -15.90 18.48
C -12.48 -9.82 14.88
H -9.77 -19.23 10.44
H -7.64 -19.28 11.82
H -8.28 -18.65 13.34
H -10.76 -18.66 11.82
H -6.40 -13.10 15.55
H -4.37 -9.53 14.49
H -10.59 -17.45 9.07
H -7.56 -13.05 18.18
H -11.76 -17.05 10.33
H -11.35 -15.47 18.14
H -13.16 -18.63 15.94
H -4.41 -9.65 8.76
H -7.00 -17.79 12.44
H -10.92 -8.55 15.70
H -9.17 -10.17 15.24
H -13.32 -9.14 14.97
H -8.19 -11.04 19.44
H -6.93 -12.94 7.93
H -7.37 -19.16 7.44
H -9.62 -15.72 6.31
H -9.85 -16.56 14.28
H -10.10 -15.15 10.29
H -4.54 -11.51 15.87
H -4.41 -13.03 11.43
H -8.39 -14.35 7.95
H -10.51 -10.23 19.41
H -11.63 -18.26 14.09
H -6.12 -17.80 9.03
H -3.56 -10.76 10.76
H -6.59 -7.82 10.75
H -12.22 -11.42 18.12
H -8.27 -9.54 10.08
H -5.20 -8.12 12.70
H -5.08 -15.77 10.60
H -11.65 -13.48 16.85
H -15.14 -13.11 12.95
H -9.19 -18.11 6.09
H -6.06 -10.80 7.33
H -13.04 -17.25 18.00
```

Properties
energy above the lowest of the compared OMol25 structures with the same formula, charge and spin	0.0	kcal/mol
orbital gap	7.48	eV
total charge	+2

=====

Computed, not measured: 2 unconnected molecules or ions with the total composition CH5PS, with the ωB97M-V functional and the def2-TZVPD basis.

Geometry as XYZ:
```
8
Properties=species:S:1:pos:R:3
S -1.23 2.33 0.91
P 1.49 -1.05 -0.92
C -1.77 0.91 1.47
H 0.85 -0.16 -1.95
H -2.58 0.43 1.01
H 2.79 -0.63 -1.10
H 1.73 -2.19 -1.73
H -1.27 0.37 2.31
```

Properties
SMILES	C=S.P
energy above the lowest of the compared OMol25 structures with the same formula, charge and spin	42.3	kcal/mol
orbital gap	8.47	eV
total charge	0

=====

Computed, not measured: a single C18H36BNO6S molecule, with the ωB97M-V functional and the def2-TZVPD basis.

Geometry as XYZ:
```
63
Properties=species:S:1:pos:R:3
S -1.14 2.22 -0.59
O -0.48 1.17 0.43
O -1.97 3.06 0.21
O -0.12 2.82 -1.39
O -2.79 -1.71 -3.12
O 1.40 0.46 -0.78
O -1.37 -0.53 -4.66
N 0.02 -1.99 -1.49
C -2.11 1.17 -1.65
C -3.49 0.45 0.51
C -0.27 -3.19 -0.69
C 2.90 0.87 1.17
C 4.29 0.44 1.62
C -3.09 -4.55 0.74
C 4.81 3.61 1.82
C 2.90 3.00 3.40
C -2.81 -3.62 -0.45
C -1.17 0.08 -2.22
C -3.41 0.63 -0.98
C 2.73 2.37 0.92
C -1.49 -3.97 -1.16
C 2.63 0.12 -0.14
C -0.64 -0.77 -1.06
C -4.25 1.17 1.31
C 0.25 0.04 -0.13
C 3.30 3.35 1.96
B -1.81 -0.78 -3.38
H -1.58 -3.88 -2.24
H 5.13 3.51 0.78
H -4.70 2.10 0.98
H 3.14 2.61 -0.07
H -3.47 -1.79 -3.79
H 2.15 0.54 1.90
H -2.00 -0.71 -5.36
H 1.66 2.59 0.84
H -4.43 0.89 2.34
H -4.22 1.31 -1.25
H -3.61 -5.45 0.42
H 1.02 -1.83 -1.50
H 5.06 4.62 2.15
H -0.38 -2.94 0.38
H 3.40 0.41 -0.86
H 0.51 -0.56 0.75
H 1.84 3.21 3.55
H 2.70 -0.97 0.00
H 3.05 1.95 3.63
H -2.18 -4.83 1.26
H 0.61 -3.83 -0.77
H 4.54 0.81 2.62
H 4.36 -0.65 1.65
H -2.87 -0.34 0.95
H 2.81 4.31 1.75
H -3.63 -3.72 -1.17
H 5.05 0.81 0.93
H -1.50 -1.06 -0.45
H -0.31 0.60 -2.67
H -1.29 -5.03 -0.95
H -3.64 -0.33 -1.44
H 3.46 3.61 4.11
H -2.80 -2.59 -0.10
H -3.74 -4.05 1.46
H -2.39 1.87 -2.44
H 5.40 2.90 2.41
```

Properties
SMILES	C=CC[C@@H]1[C@H](B(O)O)[C@@H](NCCCC)[C@@H](OC[C@@H](C)CC(C)C)OS1(=O)=O
orbital gap	9.28	eV
total charge	0

=====

Computed, not measured: a gas-phase ion, C3N2OS3 (charge -2), with the ωB97M-V functional and the def2-TZVPD basis.

Geometry as XYZ:
```
9
Properties=species:S:1:pos:R:3
S 0.72 1.92 0.86
S 1.22 1.87 -2.68
S -0.26 0.67 3.38
O -0.83 -2.06 -0.46
N -0.40 -0.50 1.09
N 0.13 -0.20 -1.28
C 0.00 0.62 1.70
C -0.40 -0.96 -0.12
C 0.62 0.82 -1.65
```

Properties
SMILES	O=C(N=C=S)N=C([S-])[S-]
energy above the lowest of the compared OMol25 structures with the same formula, charge and spin	26.1	kcal/mol
orbital gap	4.83	eV
total charge	-2

=====

Computed, not measured: a single C3H3N3S molecule, with the ωB97M-V functional and the def2-TZVPD basis.

Geometry as XYZ:
```
10
Properties=species:S:1:pos:R:3
S -0.82 -1.85 -0.84
N 1.52 0.40 -2.68
N -1.01 -0.22 1.38
N 0.70 1.20 0.85
C -0.09 0.28 0.47
C 0.78 0.08 -1.80
C -0.07 -0.47 -0.75
H -0.98 0.17 2.32
H 0.99 1.64 -0.19
H -1.02 -1.23 1.22
```

Properties
SMILES	[H]/N=C(/N)C(=S)C#N
energy above the lowest of the compared OMol25 structures with the same formula, charge and spin	51.6	kcal/mol
orbital gap	7.73	eV
total charge	0

=====

Computed, not measured: 2 unconnected molecules or ions with the total composition FHNO2S, with the ωB97M-V functional and the def2-TZVPD basis.

Geometry as XYZ:
```
6
Properties=species:S:1:pos:R:3
S -0.96 -0.25 0.26
F 1.37 -0.58 -1.47
O -0.69 0.42 1.53
O -1.71 0.58 -0.73
N 0.62 0.18 -0.48
H 1.38 -0.35 0.89
```

Properties
energy above the lowest of the compared OMol25 structures with the same formula, charge and spin	114.6	kcal/mol
orbital gap	8.10	eV
total charge	-1